(1)
The following is a quantum chemistry calculation of C16H13F9I2N2S2 as an isolated structure at a distorted geometry, from the Open Molecules 2025 dataset.

Atoms and positions in Å:
I1 3.57959 -1.01706 2.05333
I2 -1.25767 -2.60952 3.22545
S1 0.72651 -1.81361 -4.14053
S2 2.19268 -4.89803 -0.60711
F1 1.15908 1.78355 1.93740
F2 -1.01842 5.82733 0.36429
F3 0.58909 4.18089 2.21305
F4 -1.91022 1.64505 -0.15531
F5 -1.59065 0.70884 1.88066
F6 1.05700 5.10927 -0.27467
F7 -1.59506 3.61284 1.89901
F8 -0.90021 4.15847 -1.17585
F9 1.04312 2.23790 -0.29825
N1 1.61273 -3.88090 0.65835
N2 1.80595 -4.00607 -2.02751
C1 1.04361 -2.66632 0.10921
C2 1.17896 -2.84483 -1.45272
C3 -0.88307 1.02657 0.65918
C4 -0.04463 -0.38096 -1.60377
C5 -0.19046 -0.22932 -0.01954
C6 0.24063 2.15402 0.89913
C7 1.86554 -1.92667 3.04208
C8 -0.32490 3.61967 1.24332
C9 -2.63830 -0.96306 -2.86739
C10 0.41201 -1.41364 0.82515
C11 -0.27582 4.65276 -0.00926
C12 -1.99133 0.45282 -3.29235
C13 0.60613 -1.64458 -2.27758
C14 0.42878 -1.43432 2.43318
C15 1.83580 -1.51182 4.62311
C16 -0.53542 0.74285 -2.64712
H1 -1.86596 0.40525 -4.44488
H2 1.19157 -2.32354 5.14445
H3 -3.72614 -1.02237 -3.24937
H4 -2.09380 -1.85558 -3.35771
H5 2.87518 -1.56082 5.10247
H6 1.91640 -3.07603 3.04245
H7 -0.55892 1.80235 -2.17921
H8 -2.69469 -1.12697 -1.73171
H9 0.29249 -0.38014 2.89312
H10 -2.70991 1.31321 -3.00747
H11 0.19741 0.84224 -3.54049
H12 1.35947 -0.48259 4.79435
H13 -0.40415 -1.20713 -4.68297

Forces on the atoms, in the same order (eV/Å):
-0.77 -0.38 0.30
0.80 0.37 -0.41
-0.34 0.26 1.33
-1.85 3.57 0.35
-2.52 0.54 -2.43
1.93 -3.09 -0.88
-2.16 -1.11 -2.34
2.50 -1.45 1.47
2.13 0.72 -2.72
-3.80 -1.73 0.54
3.09 -0.19 -2.14
1.93 1.04 2.89
-2.03 0.00 2.71
-0.75 1.97 -2.61
-1.73 2.74 4.83
1.17 -2.40 -2.19
-0.65 1.78 -0.48
-1.14 -0.28 0.12
1.42 -2.14 -0.45
1.87 -4.70 -0.80
1.75 -0.20 0.22
-1.94 -0.58 2.10
0.73 1.30 2.23
-0.64 -0.07 -0.27
-0.93 1.20 -1.50
-0.69 2.60 -0.76
-0.27 -0.69 -0.03
-1.35 1.70 2.19
1.67 1.23 -0.91
-0.09 -0.83 -0.21
0.04 0.46 0.10
-0.37 0.40 1.87
0.96 1.50 -0.77
1.68 0.23 0.53
-0.73 1.46 0.96
-1.49 0.18 -0.86
0.30 1.92 -0.56
0.10 -2.03 -0.54
0.27 0.33 -1.69
-0.04 -1.82 -1.20
1.18 -1.47 -0.58
-0.87 -0.51 1.79
0.81 -1.46 -0.30
0.82 -0.36 1.09

Calculated values
* ΔE to the lowest compared entry with this formula, charge and spin: 842.49 kJ/mol
* highest occupied orbital energy: -8.53 eV
* orbital gap: 6.5 eV
* E_tot: -82104.304 eV
* 2S+1: 1

(2)
The following is a quantum chemistry calculation of C16H14BCl2N4O6Ti as an isolated structure, from the Open Molecules 2025 dataset.

Atoms and positions in Å:
Ti1 -0.37798 -0.59833 -0.44668
Cl1 -0.12800 -3.58917 1.97284
Cl2 1.71003 -0.97153 1.22029
O1 1.09491 2.70976 2.39524
O2 3.71339 -0.22784 3.26150
O3 -0.48801 -2.40889 -0.95956
O4 -0.53700 2.74686 0.74944
O5 0.38401 -4.38560 -1.56247
O6 4.39085 1.59255 1.95134
N1 -2.36903 -0.17352 0.15555
N2 -0.71000 0.69494 -2.11054
N3 -3.34977 0.05493 -0.74833
N4 -1.92348 0.82424 -2.68680
C1 1.75219 0.31656 -0.23566
C2 0.98623 -3.56194 0.57710
C3 -0.56309 2.21053 -3.74959
C4 -4.49281 0.29952 -0.11478
C5 2.79500 1.09796 0.04377
C6 0.28672 2.69918 1.56336
C7 2.01487 -2.46346 0.60979
C8 4.64953 0.87795 3.17610
C9 -1.86030 1.72015 -3.66774
C10 0.11790 1.53271 -2.75149
C11 -4.27302 0.24071 1.25544
C12 0.19768 -0.39565 1.60200
C13 -2.92540 -0.05803 1.36845
C14 3.16145 -0.23149 2.02126
C15 3.49822 0.81544 1.28276
C16 0.20987 -3.50612 -0.76312
B1 -3.10334 -0.11537 -2.28145
H1 -4.09071 0.24472 -2.86462
H2 -4.98531 0.39416 2.04601
H3 4.49384 1.54098 4.02362
H4 -2.33371 -0.18764 2.25786
H5 -2.73838 1.94570 -4.24880
H6 5.66188 0.47108 3.14651
H7 1.15307 1.59667 -2.46149
H8 -0.17758 2.94466 -4.43406
H9 -2.77817 -1.25397 -2.49858
H10 -0.16214 -0.81721 2.53602
H11 -5.38843 0.49764 -0.67876
H12 3.04111 1.93610 -0.59697
H13 2.94430 -2.53995 0.06458
H14 1.49860 -4.52004 0.58065

Forces on the atoms, in the same order (eV/Å):
-0.45 0.16 -0.35
-0.04 -0.14 0.02
0.40 0.00 -0.24
0.08 -0.05 -0.07
0.02 0.03 0.05
0.12 0.30 0.12
0.11 -0.09 -0.03
-0.29 0.02 -0.06
-0.06 -0.02 -0.01
-0.02 0.00 -0.06
0.09 0.06 -0.05
0.11 0.01 -0.06
-0.03 -0.02 0.11
-0.11 -0.20 -0.01
0.16 0.25 -0.14
0.00 0.00 -0.02
-0.01 0.05 0.00
-0.01 0.16 -0.17
-0.18 0.11 0.09
-0.32 -0.33 0.59
-0.01 -0.08 0.05
-0.02 0.02 0.01
-0.04 0.00 0.03
-0.01 0.00 -0.02
-0.30 -0.02 0.02
0.01 0.02 0.04
-0.14 -0.23 -0.22
-0.01 0.09 -0.09
0.44 -0.05 0.15
-0.02 0.03 0.02
-0.01 -0.02 -0.01
0.00 0.00 0.00
0.01 0.01 0.00
0.03 -0.01 0.00
0.00 0.00 0.00
0.00 0.01 -0.03
0.00 0.01 -0.01
0.00 0.00 0.00
0.00 -0.01 0.00
0.23 -0.22 0.04
0.00 -0.01 0.00
0.08 0.03 0.07
0.14 0.10 0.21
0.05 0.02 0.02

Calculated values
* <S²>: 0.75
* ΔE to the lowest compared entry with this formula, charge and spin: 1354.80 kJ/mol
* highest occupied orbital energy (spin up / spin down): -8.17 / -8.16 eV
* orbital gap (spin up / spin down): 7.6 / 7.6 eV
* E_tot: -83891.088 eV
* 2S+1: 2

(3)
The following is a quantum chemistry calculation of C16H14BIN7O5Pt as an isolated structure, from the Open Molecules 2025 dataset.

Atoms and positions in Å:
Pt1 -0.07680 0.16493 0.13537
I1 1.42851 5.64241 -2.11776
O1 -1.65372 -3.05051 4.95012
O2 -3.91386 -0.25956 0.95224
O3 2.29055 0.05536 3.28215
O4 -1.95549 0.75778 0.55389
O5 0.99137 0.90629 1.66477
N1 -0.55880 -1.77386 -2.10560
N2 0.47706 1.56668 -2.49356
N3 1.90202 -1.64650 -1.20058
N4 0.35833 1.67017 -1.16319
N5 1.75563 -0.57688 -0.39068
N6 -1.06187 -0.71562 -1.43274
N7 -0.59690 -0.98963 1.66163
C1 3.19517 -1.97326 -1.23590
C2 3.91605 -1.09369 -0.44843
C3 2.97372 -0.22439 0.06353
C4 1.34550 -0.03361 2.56115
C5 -2.62779 -1.43487 -2.83754
C6 -1.89534 -1.20718 1.85014
C7 0.93311 3.65282 -1.99138
C8 0.27406 -1.10452 2.66713
C9 -1.36444 -2.32343 3.87857
C10 -2.72247 -0.23311 1.02674
C11 0.63769 2.92722 -0.83484
C12 0.82075 2.74765 -3.02683
C13 -1.49125 -2.21800 -2.94955
C14 -2.32668 -1.92376 2.93702
C15 -2.31962 -0.50043 -1.86987
C16 -0.05592 -1.81525 3.78829
B1 0.90505 -2.33273 -2.19196
H1 0.95885 2.86487 -4.08828
H2 0.30779 0.68460 -2.95383
H3 -2.91955 0.30205 -1.48170
H4 -1.26700 -3.05026 -3.59596
H5 -3.55180 -1.52706 -3.37913
H6 0.63690 -1.90194 4.61348
H7 0.87951 -3.51051 -1.96832
H8 1.29712 -2.09112 -3.30895
H9 -3.38749 -2.08150 3.08436
H10 4.97639 -1.07748 -0.27315
H11 0.62141 3.24063 0.19644
H12 -2.58386 -3.31131 4.97134
H13 3.11019 0.61971 0.71260
H14 3.51675 -2.79646 -1.85190

Forces on the atoms, in the same order (eV/Å):
0.00 0.01 -0.37
0.00 0.00 0.00
0.00 -0.01 -0.02
0.00 -0.10 -0.01
0.01 -0.09 0.02
0.03 0.03 0.15
-0.07 -0.01 0.07
-0.12 -0.08 0.05
0.00 -0.05 0.03
0.05 -0.10 0.17
0.02 0.11 0.06
-0.17 -0.11 0.01
0.16 -0.11 0.14
0.10 -0.36 -0.10
-0.01 0.04 -0.04
0.02 0.02 -0.02
-0.03 0.06 -0.03
-0.03 0.23 -0.07
0.00 0.00 -0.01
-0.09 0.03 -0.14
0.01 0.00 0.00
0.14 0.05 -0.03
0.00 0.00 0.03
0.03 0.23 0.08
0.00 0.01 -0.04
0.01 0.01 -0.01
0.02 0.02 0.00
-0.01 0.00 -0.04
0.01 0.11 -0.07
0.01 0.00 -0.02
0.02 -0.01 -0.10
0.00 0.00 0.00
0.00 0.01 0.00
0.02 0.01 0.08
-0.02 -0.01 0.00
0.00 -0.01 0.00
-0.01 0.00 0.01
-0.02 0.01 0.04
0.00 0.03 0.02
0.00 0.01 0.02
0.00 -0.01 0.00
-0.01 0.00 0.00
0.00 0.00 0.00
-0.08 0.02 0.11
0.01 -0.01 0.02

Calculated values
* charge: +1
* ΔE to the lowest compared entry with this formula, charge and spin: 30.35 kJ/mol
* highest occupied orbital energy: -12.10 eV
* orbital gap: 8.3 eV
* E_tot: -49505.227 eV
* 2S+1: 1

(4)
The following is a quantum chemistry calculation of C16H14BrINO5Ru as an isolated structure, from the Open Molecules 2025 dataset.

Atoms and positions in Å:
I1 1.31111 -0.78445 -3.89061
Ru1 0.55341 1.07682 -0.94432
Br1 3.60086 5.89391 1.93171
O1 -0.67363 -0.55635 -1.21733
O2 -0.87114 1.58792 0.40668
O3 1.57779 -0.33177 0.29920
O4 -3.69636 -3.95668 -0.07123
O5 -1.21239 3.09926 2.02782
N1 2.12542 3.87355 -1.29702
C1 -0.62453 2.70159 1.05936
C2 1.19217 -1.34257 0.90417
C3 2.14462 -1.91460 1.90749
C4 -0.95362 -1.53196 -0.47029
C5 2.49680 4.82209 0.85967
C6 1.63669 0.89606 -2.65728
C7 0.57892 3.46451 0.51415
C8 -0.59076 -2.96703 1.46110
C9 2.85818 4.59860 -0.47979
C10 -4.55408 -3.65374 -1.17550
C11 -1.79621 -3.60153 1.20244
C12 1.35257 4.24389 1.37016
C13 -0.11814 -1.94334 0.65719
C14 -2.15555 -2.24575 -0.75541
C15 1.00460 3.33756 -0.80633
C16 -2.58183 -3.25252 0.07349
H1 2.65161 0.80249 -2.24954
H2 -0.03358 -3.29433 2.32550
H3 1.04429 4.37551 2.39870
H4 -5.39073 -4.33848 -1.09336
H5 -4.03157 -3.81584 -2.11906
H6 0.33106 2.93477 -1.61012
H7 3.14909 -1.83714 1.49481
H8 -2.71089 -1.91117 -1.61873
H9 -2.15725 -4.38633 1.85273
H10 -4.91098 -2.62513 -1.10766
H11 1.94694 -2.94194 2.18780
H12 2.11329 -1.28324 2.79917
H13 1.62356 1.77809 -3.29581
H14 3.77029 5.02925 -0.87396

Forces on the atoms, in the same order (eV/Å):
-0.09 -0.08 0.02
-0.17 -0.45 -0.01
-0.08 -0.07 -0.06
0.15 -0.06 -0.12
-0.12 0.07 0.10
0.13 -0.03 0.08
0.00 -0.03 0.06
0.01 0.00 0.00
0.01 0.04 -0.08
0.07 0.18 -0.01
0.07 0.05 0.12
0.04 0.02 -0.05
-0.04 0.02 0.14
-0.04 0.02 0.08
0.29 0.15 -0.15
-0.14 -0.08 0.09
0.06 0.09 -0.06
0.07 0.03 0.02
-0.03 0.02 -0.03
-0.07 -0.02 -0.02
0.08 0.03 -0.06
-0.08 -0.06 -0.01
-0.03 0.01 -0.05
0.10 -0.11 -0.01
0.00 0.01 -0.06
-0.03 -0.01 -0.01
0.05 0.04 -0.01
-0.01 0.00 0.00
0.01 0.00 -0.01
-0.01 0.00 0.00
-0.13 0.30 0.05
0.00 0.02 0.01
-0.02 -0.02 0.01
-0.01 -0.01 0.00
0.01 0.00 -0.01
0.00 -0.02 -0.01
-0.04 -0.02 0.01
-0.04 -0.01 0.03
0.00 0.00 -0.01

Calculated values
* <S²>: 6.06
* charge: +1
* ΔE to the lowest compared entry with this formula, charge and spin: 0.00 kJ/mol
* highest occupied orbital energy (spin up / spin down): -11.76 / -11.84 eV
* orbital gap (spin up / spin down): 7.6 / 5.2 eV
* E_tot: -109261.771 eV
* 2S+1: 5

(5)
The following is a quantum chemistry calculation of C16H14ClO3PbS as an isolated structure at a distorted geometry, from the Open Molecules 2025 dataset.

Atoms and positions in Å:
Pb1 3.10655 2.96904 4.19862
Cl1 4.08440 1.07504 2.17849
S1 3.46525 3.78523 -0.79008
O1 2.96338 4.66779 -1.93088
O2 -2.21145 -2.58379 2.76504
O3 -1.66892 -0.94048 -2.49813
C1 0.73063 0.35406 1.84622
C2 -1.02032 -0.68902 -0.15064
C3 3.79463 2.18301 -1.56297
C4 -0.28346 -0.51448 2.17778
C5 -3.02573 -2.03162 -0.87654
C6 -4.19179 -3.28894 0.84523
C7 -1.88257 -1.16968 -1.31993
C8 -4.06906 -2.41043 -1.73068
C9 5.23749 4.07320 -0.55380
C10 0.82242 0.75196 0.48796
C11 -3.09077 -2.54708 0.47461
C12 0.03796 0.17928 -0.50895
C13 -5.15429 -3.17714 -1.35673
C14 -5.28050 -3.50009 -0.02386
C15 -1.13683 -1.09527 1.22374
C16 -2.12322 -2.15166 1.60358
H1 -0.36804 -0.86871 3.19452
H2 0.19423 0.52461 -1.52025
H3 -6.12648 -4.08051 0.31352
H4 -4.09634 -3.65571 1.85655
H5 -3.92202 -2.02354 -2.72822
H6 1.31026 0.71186 2.68433
H7 4.50466 2.01616 -2.37299
H8 5.65054 3.29095 0.08305
H9 1.70110 1.32101 0.22241
H10 5.65396 4.03168 -1.56024
H11 2.80703 1.80719 -1.83038
H12 4.08406 1.49457 -0.76900
H13 5.45988 5.03469 -0.09101
H14 -5.95650 -3.54329 -1.98025

Forces on the atoms, in the same order (eV/Å):
0.98 -2.10 -2.40
-0.87 2.14 2.27
0.21 0.59 -2.55
0.74 -0.91 1.99
0.26 0.78 -2.52
0.19 0.27 1.37
-1.54 0.22 -1.23
1.13 0.32 -0.13
-1.06 -1.29 1.00
-0.41 -1.09 -0.02
-0.74 -0.95 1.70
-0.18 0.18 0.03
-0.63 -1.02 0.19
1.46 0.90 -0.87
0.11 0.43 0.00
1.23 -0.90 0.93
0.44 1.02 -0.57
-0.65 0.48 1.34
-0.39 0.14 0.89
1.24 -0.98 0.85
0.32 0.64 -1.48
-0.81 -0.45 0.96
-0.21 -0.05 0.12
-0.22 -0.34 -0.19
-0.08 0.05 0.09
-0.74 -0.16 0.17
-0.36 -0.21 -0.35
0.52 0.21 -0.37
-0.06 0.97 -0.09
-0.08 -0.15 -0.11
-0.16 0.47 -0.22
0.20 0.07 0.14
0.00 0.13 -0.47
0.23 0.04 0.29
-0.26 0.08 -0.14
0.21 0.47 -0.60

Calculated values
* charge: +1
* ΔE to the lowest compared entry with this formula, charge and spin: 311.19 kJ/mol
* highest occupied orbital energy: -11.45 eV
* orbital gap: 3.7 eV
* E_tot: -51556.944 eV
* 2S+1: 1

(6)
The following is a quantum chemistry calculation of C16H14MnN5O2Te4 as an isolated structure at a distorted geometry, from the Open Molecules 2025 dataset.

Atoms and positions in Å:
Te1 -1.01650 -2.24059 1.14995
Te2 0.09894 1.92807 -2.02916
Te3 -2.28792 2.51829 -2.88767
Te4 -4.21603 -2.49111 -0.89585
Mn1 -0.15045 0.07930 -0.06286
O1 -3.99999 -0.49197 -0.98619
O2 -2.43105 -2.71787 -1.67259
N1 -1.69400 -0.56685 -0.84261
N2 3.48417 0.94761 1.94451
N3 1.56922 0.73759 0.92310
N4 -1.49150 1.26889 0.84768
N5 0.81213 -1.21697 -1.25808
C1 0.21759 -3.03955 -2.68920
C2 -3.82493 1.83913 0.76082
C3 2.54468 0.07515 1.52618
C4 -2.82686 -0.00345 -0.62994
C5 -3.64264 2.76042 1.77455
C6 2.05352 -1.24939 -1.73670
C7 -2.73134 1.11790 0.32505
C8 -1.33129 2.16317 1.82811
C9 1.92792 2.08456 0.95137
C10 2.45150 -2.16952 -2.68677
C11 1.51766 -3.07002 -3.17579
C12 -0.08670 -2.10962 -1.72272
C13 -2.37396 2.92163 2.31646
C14 2.66210 -1.38980 1.76275
C15 -1.43683 -1.96696 -1.07730
C16 3.11181 2.22555 1.58492
H1 2.73615 -0.50365 -1.34656
H2 1.79593 -3.78700 -3.93792
H3 3.62724 -1.76007 1.41203
H4 -0.33356 2.25916 2.23041
H5 -2.19029 3.62776 3.11427
H6 -4.47668 3.34226 2.14523
H7 2.58173 -1.60922 2.82910
H8 4.33390 0.69032 2.41720
H9 3.70740 3.09478 1.80558
H10 1.87046 -1.92332 1.24837
H11 1.30505 2.84836 0.52043
H12 -4.78808 1.65734 0.30332
H13 3.47281 -2.16705 -3.04113
H14 -0.55133 -3.71326 -3.04232

Forces on the atoms, in the same order (eV/Å):
0.10 -0.12 -0.31
0.02 0.16 -0.19
0.16 -0.10 0.10
0.08 0.06 -0.04
1.54 0.76 1.35
-0.28 0.01 0.02
0.24 0.23 -0.21
-0.92 -0.70 -1.16
0.05 0.09 -0.07
-0.09 0.25 -0.23
-0.47 0.25 -0.02
-0.21 -0.39 -0.45
-0.03 -0.09 -0.01
-0.09 -0.02 -0.01
0.07 0.00 0.08
0.12 0.04 0.23
-0.03 0.04 0.03
0.01 0.13 0.12
0.02 -0.04 -0.05
0.08 -0.04 -0.07
-0.13 -0.12 0.13
0.05 -0.11 -0.09
0.05 -0.01 -0.01
-0.22 0.17 -0.08
-0.08 0.08 0.04
0.07 0.09 0.00
-0.18 -0.40 0.86
0.08 -0.13 0.07
-0.02 -0.01 -0.01
0.00 0.02 0.03
-0.01 0.03 0.02
0.03 -0.02 0.01
-0.01 -0.02 -0.02
0.03 -0.02 -0.02
-0.01 -0.01 -0.02
0.01 0.00 0.04
-0.01 -0.07 -0.01
-0.05 -0.02 -0.02
0.00 -0.02 -0.04
0.02 0.05 0.03
-0.04 0.00 -0.01
0.06 0.02 0.00

Calculated values
* <S²>: 3.89
* charge: +1
* highest occupied orbital energy (spin up / spin down): -9.87 / -9.88 eV
* orbital gap (spin up / spin down): 5.9 / 5.9 eV
* E_tot: -88852.154 eV
* 2S+1: 4